DFT (ωB97M-V with the def2-TZVPD basis set) results for C6H10N2 as an isolated structure at a distorted geometry.

Structure (ORCA input):
```
! wB97M-V def2-TZVPD RIJCOSX def2/J DEFGRID3
* xyz 0 1
C -1.27219 -0.35978 -0.55672
C 1.77959 1.22017 0.56676
C -0.27464 -2.51146 0.61414
N 0.70530 0.45822 -0.00500
C -0.50766 0.93734 -0.52791
C -0.05735 -1.21723 -0.09306
C -0.86200 2.19797 -0.74904
N 1.09602 -0.84539 -0.60850
H -1.63377 -0.66032 -1.54122
H -2.10430 -0.36239 0.15180
H 1.40122 1.85084 1.37578
H 2.52599 0.53361 0.96075
H 2.25685 1.84666 -0.19240
H -0.91937 -2.38511 1.48548
H 0.67454 -2.95800 0.90166
H -0.78286 -3.19754 -0.07073
H -1.85273 2.43582 -1.10389
H -0.17263 3.01659 -0.60790
*
```

## Properties
LUMO: 0.894 eV
Kohn-Sham gap: 8.07 eV

Atomic partial charges in e from the Mulliken method, atoms 1 to 8: atom 1 (C): -0.390, atom 2 (C): -0.996, atom 3 (C): -1.287, atom 4 (N): 0.386, atom 5 (C): 0.267, atom 6 (C): 0.757, atom 7 (C): -1.073, atom 8 (N): -0.828

***

DFT (ωB97M-V with the def2-TZVPD basis set) results for the molecule C6H10N2 at a distorted geometry.

Structure (ORCA input):
```
! wB97M-V def2-TZVPD RIJCOSX def2/J DEFGRID3
* xyz 0 1
C -1.84159 -0.52926 0.75923
C 1.27174 1.04117 1.06871
C 0.19422 -0.27772 -0.82460
N 0.18362 0.18761 -2.13706
C -0.03376 1.20253 1.13699
C -0.86086 0.45889 0.13229
C 0.77420 -1.46264 -0.53775
N 2.43261 1.01319 1.34105
H 0.09339 1.19716 -2.20817
H 0.93256 -0.17840 -2.71715
H 2.93418 0.34336 0.74804
H -0.46997 2.00541 1.72164
H -1.44223 1.19247 -0.44319
H 0.85976 -1.81148 0.48566
H 1.27767 -2.04958 -1.29821
H -2.51114 -0.93390 -0.00757
H -1.34559 -1.36773 1.25646
H -2.44882 -0.03107 1.52364
*
```

## Properties
LUMO: 0.377 eV
Kohn-Sham gap: 8.06 eV
SMILES string: C=C(N)[C@@H](C)C=C=N

Atomic partial charges in e from the Mulliken method, atoms 1 to 8: atom 1 (C): -1.265, atom 2 (C): 0.461, atom 3 (C): 0.622, atom 4 (N): -0.605, atom 5 (C): -0.892, atom 6 (C): 0.421, atom 7 (C): -1.214, atom 8 (N): -0.530